Record 1
Computed, not measured: C21H27BN3O5ReSeSi2 as an isolated structure, with ωB97M-V/def2-TZVPD.

CARTESIAN COORDINATES (ANGSTROEM)
Re (-0.3119, -0.2223, 0.0118)
O (-3.0407, 5.4070, -0.4016)
C (-2.5628, 4.2869, -0.3613)
C (-2.7380, 3.2110, -1.3955)
O (-3.3603, 3.2941, -2.4486)
C (-1.9606, 2.0659, -0.9141)
C (-1.3578, 2.3882, 0.3411)
O (-0.6394, 1.4996, 0.9295)
C (-1.6408, 3.7609, 0.7121)
O (-1.2031, 4.3973, 1.6619)
O (-1.7392, 0.9514, -1.4606)
C (3.0808, -1.7837, 0.6291)
Si (1.7355, -0.5814, 1.3067)
C (2.6111, 1.0785, 1.7644)
C (1.1964, -1.3739, 2.9827)
C (2.1110, -1.4943, 4.0186)
C (1.7514, -2.0298, 5.2419)
C (0.4543, -2.4750, 5.4310)
C (-0.4661, -2.3786, 4.4001)
C (-0.1171, -1.8242, 3.1726)
Si (-1.3345, -1.7097, 1.6844)
C (-1.4823, -3.5339, 1.0526)
C (-3.0467, -1.1039, 2.3377)
H (3.9178, -1.8535, 1.3156)
H (3.4554, -1.4315, -0.3272)
H (2.6730, -2.7778, 0.4822)
H (3.2066, 0.9725, 2.6649)
H (1.8794, 1.8589, 1.9488)
H (3.2632, 1.4066, 0.9622)
H (3.1266, -1.1623, 3.8582)
H (2.4801, -2.1032, 6.0401)
H (0.1667, -2.8978, 6.3843)
H (-1.4710, -2.7450, 4.5628)
H (-1.9137, -4.1744, 1.8144)
H (-0.4934, -3.9114, 0.8097)
H (-2.0890, -3.6063, 0.1557)
H (-3.3541, -1.7164, 3.1795)
H (-3.8153, -1.1675, 1.5729)
H (-2.9871, -0.0741, 2.6790)
B (-0.6121, -3.2289, -3.4126)
C (-0.3504, -2.3462, -2.1977)
N (-0.1735, -1.6663, -1.2596)
H (0.3548, -3.2189, -4.1155)
H (-0.8524, -4.3332, -3.0083)
H (-1.5666, -2.7652, -3.9811)
C (0.1795, 0.0182, -4.6898)
N (0.2287, 1.2368, -3.9299)
C (-0.5704, 2.3342, -4.1139)
C (-0.1945, 3.2694, -3.2108)
N (0.8273, 2.7386, -2.4700)
C (1.5313, 3.3671, -1.3908)
C (1.0692, 1.4847, -2.9071)
Se (2.3656, 0.3819, -2.2635)
H (0.2289, 0.2538, -5.7542)
H (-0.7283, -0.5448, -4.4682)
H (1.0293, -0.6088, -4.4179)
H (-1.3450, 2.3533, -4.8527)
H (-0.5693, 4.2537, -3.0257)
H (1.3150, 4.4319, -1.3843)
H (2.6014, 3.2015, -1.5162)
H (1.2479, 2.9379, -0.4280)

Output
Net charge ... -1
<S²> ... 3.79
HOMO energy (alpha / beta) ... -5.17 / -5.42 eV
HOMO-LUMO gap (alpha / beta) ... 7.238 / 6.822 eV
Spin multiplicity ... 4

Results of the Löwdin charge analysis, in e, for atoms 1 through 8: number 1, Re, carries 1.223; number 2, O, carries 0.122; number 3, C, carries -0.257; number 4, C, carries -0.298; number 5, O, carries 0.090; number 6, C, carries -0.335; number 7, C, carries -0.297; number 8, O, carries -0.225

***

Record 2
Computed, not measured: C21H27BrCl5OS4SiSr as an isolated structure, with ωB97M-V/def2-TZVPD.

CARTESIAN COORDINATES (ANGSTROEM)
Sr (-0.1332, 0.7596, -3.9694)
O (5.4582, 5.0832, -2.6415)
C (4.5267, 4.3330, -2.7973)
S (2.8481, 4.7523, -2.4712)
C (2.1196, 3.2232, -2.9321)
C (2.9641, 2.2556, -3.3414)
S (2.6459, 0.5877, -3.8702)
S (4.6704, 2.6698, -3.3600)
S (0.3477, 3.2262, -2.7731)
Cl (-3.7895, 1.3153, -3.6294)
C (-3.5495, -0.4322, -3.8747)
C (-2.2612, -0.8556, -4.0920)
C (-2.1122, -2.2096, -4.2563)
Cl (-0.4519, -2.8074, -4.5161)
C (-3.1515, -3.1277, -4.2190)
Cl (-2.8873, -4.8214, -4.4315)
C (-4.4411, -2.6416, -3.9986)
Cl (-5.7778, -3.7344, -3.9372)
C (-4.6540, -1.2744, -3.8222)
Cl (-6.2494, -0.6727, -3.5447)
C (-0.1443, 2.5788, 0.9663)
C (0.9508, 1.5675, 1.3413)
C (2.1122, 1.8537, 0.3704)
C (1.4320, 1.8967, 2.7637)
Si (0.2940, -0.2364, 1.2336)
Br (0.1523, -0.6171, -0.9700)
C (1.5324, -1.5594, 1.8651)
C (2.9593, -1.2398, 1.3943)
C (1.5414, -1.6135, 3.4004)
C (1.2266, -2.9712, 1.3408)
C (-1.4890, -0.4693, 1.9032)
C (-2.5425, 0.2157, 1.0165)
C (-1.6198, 0.0928, 3.3266)
C (-1.8845, -1.9522, 1.9452)
H (0.3002, 3.5762, 0.9659)
H (-0.9781, 2.5947, 1.6661)
H (-0.5275, 2.4054, -0.0382)
H (2.4184, 2.8915, 0.5195)
H (1.8178, 1.7574, -0.6726)
H (2.9876, 1.2302, 0.5346)
H (1.7166, 2.9519, 2.7987)
H (2.3101, 1.3209, 3.0495)
H (0.6664, 1.7436, 3.5245)
H (3.3586, -0.3250, 1.8257)
H (3.0234, -1.1612, 0.3104)
H (3.6137, -2.0582, 1.7049)
H (1.7603, -0.6496, 3.8583)
H (2.3212, -2.3099, 3.7221)
H (0.6001, -1.9739, 3.8105)
H (1.2994, -3.0202, 0.2570)
H (0.2473, -3.3446, 1.6297)
H (1.9730, -3.6534, 1.7549)
H (-2.4040, 1.2890, 0.9203)
H (-3.5244, 0.0482, 1.4658)
H (-2.5605, -0.2080, 0.0140)
H (-1.4939, 1.1721, 3.3583)
H (-0.9114, -0.3484, 4.0277)
H (-2.6247, -0.1270, 3.6989)
H (-1.7944, -2.4241, 0.9677)
H (-2.9330, -2.0207, 2.2458)
H (-1.3052, -2.5326, 2.6606)

Output
Net charge ... -1
HOMO energy ... -4.11 eV
HOMO-LUMO gap ... 6.196 eV

Results of the Löwdin charge analysis, in e, for atoms 1 through 8: number 1, Sr, carries 0.872; number 2, O, carries -0.100; number 3, C, carries -1.059; number 4, S, carries 0.909; number 5, C, carries -1.198; number 6, C, carries -1.199; number 7, S, carries 0.259; number 8, S, carries 0.913

***

Record 3
Computed, not measured: C21H27ClN6O4PtSeSi as an isolated structure, with ωB97M-V/def2-TZVPD.

CARTESIAN COORDINATES (ANGSTROEM)
Pt (0.1291, -0.0768, 0.2620)
Se (5.1692, -5.1232, 3.0050)
N (5.0515, -4.1876, 1.5012)
C (4.0157, -3.4044, 1.6225)
C (3.6087, -2.4363, 0.6086)
C (4.3456, -2.1770, -0.5538)
C (3.8974, -1.2144, -1.4332)
C (2.6991, -0.5586, -1.1623)
N (1.9956, -0.8335, -0.0654)
C (2.4447, -1.7232, 0.8298)
C (1.6890, -1.8420, 2.0508)
N (0.5777, -1.0884, 2.1798)
C (-0.0759, -1.0305, 3.3306)
C (0.3231, -1.7858, 4.4264)
C (1.4109, -2.6249, 4.2966)
C (2.1171, -2.6563, 3.0909)
C (3.2867, -3.4998, 2.8601)
N (3.7477, -4.3547, 3.7302)
H (5.2632, -2.7238, -0.7321)
H (4.4547, -0.9595, -2.3235)
H (2.2970, 0.1981, -1.8276)
H (-0.9350, -0.3759, 3.3817)
H (-0.2238, -1.7101, 5.3557)
H (1.7382, -3.2544, 5.1147)
N (-1.7761, 0.7548, 0.4907)
C (-2.9225, 0.1038, 1.1846)
C (-3.3009, -1.2395, 0.5768)
C (-2.3228, -2.3753, 0.9263)
C (-1.4941, -2.8837, -0.2379)
N (-0.6228, -1.8228, -0.8285)
H (-1.6325, 1.7002, 0.8514)
H (-2.0246, 0.8901, -0.4930)
H (-3.7716, 0.7843, 1.1129)
H (-2.6808, -0.0093, 2.2411)
H (-3.4059, -1.1275, -0.5091)
H (-4.2935, -1.4887, 0.9494)
H (-2.8672, -3.2309, 1.3253)
H (-1.6429, -2.0426, 1.7097)
H (-2.1461, -3.2739, -1.0199)
H (-0.8648, -3.7039, 0.1057)
H (-1.1420, -1.3169, -1.5443)
H (0.1390, -2.2604, -1.3413)
C (2.9192, 3.3606, 3.9369)
Si (2.0437, 4.0410, 2.3981)
C (0.7914, 5.3563, 2.7350)
C (3.4443, 4.6674, 1.3277)
C (1.3080, 2.4855, 1.7032)
C (0.8647, 1.4758, 1.1916)
H (3.4411, 4.1922, 4.4144)
H (3.6360, 2.5912, 3.6506)
H (2.1916, 2.9413, 4.6357)
H (1.2859, 6.2137, 3.1939)
H (0.0037, 5.0187, 3.4112)
H (0.3187, 5.6932, 1.8101)
H (3.9004, 5.5223, 1.8282)
H (3.0558, 4.9861, 0.3573)
H (4.1943, 3.8914, 1.1744)
O (-0.8949, 2.3543, -3.4401)
Cl (-0.1582, 1.9432, -2.3112)
O (1.2416, 1.8089, -2.5610)
O (-0.4034, 2.7678, -1.1604)
O (-0.6813, 0.5386, -1.9461)

Output
Net charge ... +2
HOMO energy ... -14.41 eV
HOMO-LUMO gap ... 5.295 eV

Results of the Löwdin charge analysis, in e, for atoms 1 through 8: number 1, Pt, carries 1.505; number 2, Se, carries 1.264; number 3, N, carries -0.194; number 4, C, carries -0.334; number 5, C, carries -0.051; number 6, C, carries 0.073; number 7, C, carries 0.035; number 8, C, carries -0.036

***

Record 4
Computed, not measured: C21H27F4SiSn as an isolated structure, with ωB97M-V/def2-TZVPD.

CARTESIAN COORDINATES (ANGSTROEM)
C (-3.8763, -1.7969, 2.4200)
Si (-2.4212, -2.2199, 1.3202)
C (-2.9878, -3.6088, 0.2061)
H (-1.8763, -1.0306, 0.4679)
C (-1.1507, -2.9716, 2.4636)
Sn (0.6476, -1.7507, 2.2694)
C (2.1773, -2.5639, 3.5351)
C (1.2575, -1.7485, 0.1992)
C (0.1701, 0.2649, 2.8685)
H (-4.1483, -2.7372, 2.9214)
H (-3.6305, -1.0514, 3.1866)
H (-4.7452, -1.4492, 1.8471)
H (-3.3131, -4.4164, 0.8779)
H (-3.8375, -3.3068, -0.4201)
H (-2.1783, -3.9793, -0.4362)
H (-1.4837, -2.9523, 3.5154)
H (-0.9132, -4.0093, 2.1755)
H (3.0681, -1.9371, 3.4083)
H (1.8386, -2.5382, 4.5780)
H (2.3904, -3.5960, 3.2315)
H (1.9937, -0.9461, 0.0704)
H (1.7204, -2.7152, -0.0332)
H (0.4071, -1.5731, -0.4673)
H (0.9848, 0.9194, 2.5364)
H (-0.7744, 0.5948, 2.4239)
H (0.0987, 0.2972, 3.9626)
F (5.3346, 2.4069, -2.4944)
C (4.6091, 2.5341, -1.3307)
C (5.2918, 2.9380, -0.1820)
C (4.5139, 3.1178, 0.9617)
F (5.1448, 3.5684, 2.1015)
C (3.1544, 2.8577, 1.0082)
C (2.4879, 2.3661, -0.1612)
C (1.1002, 2.0054, -0.1116)
C (0.4026, 1.3352, -1.1137)
C (-0.9831, 1.1298, -1.1294)
C (-1.6720, 1.0557, -2.3943)
C (-2.8330, 1.8462, -2.6128)
C (-3.2811, 2.0516, -3.9079)
F (-4.2893, 2.9595, -4.1280)
C (-2.7247, 1.4051, -5.0158)
C (-1.6676, 0.5255, -4.7647)
F (-1.1448, -0.1679, -5.8311)
C (-1.1252, 0.3342, -3.4982)
C (3.2493, 2.2530, -1.3629)
H (6.3591, 3.1245, -0.1855)
H (2.5884, 2.9846, 1.9272)
H (0.5329, 2.3366, 0.7662)
H (0.9625, 0.9980, -1.9956)
H (-1.5691, 1.2952, -0.2256)
H (-3.2804, 2.3699, -1.7694)
H (-3.0869, 1.5869, -6.0245)
H (-0.2711, -0.3293, -3.3611)
H (2.7789, 1.9335, -2.2927)

Output
Net charge ... -1
HOMO energy ... -2.69 eV
HOMO-LUMO gap ... 5.105 eV

Results of the Löwdin charge analysis, in e, for atoms 1 through 8: number 1, C, carries -0.230; number 2, Si, carries 0.434; number 3, C, carries -0.232; number 4, H, carries 0.009; number 5, C, carries -0.426; number 6, Sn, carries 1.110; number 7, C, carries -0.269; number 8, C, carries -0.239